[1]
This record from OMol25 describes C9H10Br2N3S6SbTl as an isolated structure in a non-equilibrium geometry. The level of theory is ωB97M-V with the def2-TZVPD basis set.

Output
2S+1 = 1
Frontier orbital gap (alpha / beta) = 4.400 / 4.239 eV
E_HOMO (alpha / beta) = -5.081 / -4.661 eV
Max |F| = 0.0898 Eh/bohr
M = 838.553 g/mol
Total charge = -1

XYZ file:
```
32
Properties=species:S:1:pos:R:3:forces:R:3:lowdin_charge:R:1
Tl 1.4694 1.1533 1.3529 -0.30 -0.07 -0.35 0.3802
Sb 4.8773 0.3226 0.4446 -2.57 -0.88 -1.78 -0.1026
Br -1.8238 -3.4158 -0.7394 0.17 0.25 0.62 0.5253
Br -0.8572 -2.0660 2.1310 -0.18 -0.16 -0.33 0.6180
S 3.5985 2.3462 0.2592 0.65 -0.16 0.45 -0.1557
S 6.7234 0.6647 1.7721 0.77 0.03 0.31 0.0483
S -3.8315 1.4611 2.9905 -0.06 0.35 -1.75 0.6909
S -1.5963 3.0294 2.3842 1.26 0.05 -1.11 0.4920
S 3.2430 -1.0641 1.6036 0.56 0.92 -0.38 -0.2308
S 5.2781 -0.5448 -1.7469 0.29 0.63 1.73 -0.1871
N -2.4217 0.8702 0.7432 -0.77 1.32 1.87 -0.1059
N -1.2845 0.9599 0.0482 1.60 -1.04 -3.92 -0.0759
N 0.9904 0.7218 -1.5553 2.16 1.12 0.65 0.0668
C -0.2741 -0.1555 -3.4009 0.13 -0.55 2.29 -0.0229
C -0.1189 0.2301 -2.0206 -1.39 0.20 -1.59 -0.3017
C -2.5242 1.7871 1.7268 -0.25 -1.84 0.06 -1.1071
C -1.2624 0.2755 -1.1236 -1.56 0.87 4.26 -0.0790
C 0.8996 -0.2510 -4.0950 0.69 -0.57 -1.57 -0.0873
C -2.2678 -2.8336 1.1019 -1.00 -0.95 -0.62 -1.0464
C 2.1155 0.7869 -2.3020 -0.68 -0.44 0.22 -0.1593
C 2.1253 0.1539 -3.5451 -1.11 0.62 1.17 -0.0625
C -2.7680 0.6275 4.1340 -2.34 -1.19 1.30 -0.4829
H -2.6674 -3.7459 1.5634 0.62 0.33 0.08 -0.0067
H -2.7127 -0.4215 3.8372 0.48 0.14 0.05 -0.0159
H -3.5238 0.6417 4.9850 1.52 -0.13 -0.23 0.0369
H 3.0758 -0.0850 -3.9176 0.99 -0.02 -1.15 0.0636
H -2.1646 -0.3406 -1.2418 0.26 0.26 -0.74 0.0884
H 2.9886 1.3174 -1.8352 -0.98 -0.91 -0.68 -0.0125
H -1.2030 -0.6218 -3.7375 0.23 0.53 -0.05 0.1097
H 0.8601 -0.6845 -5.1224 0.23 0.33 0.91 0.1146
H -1.8124 1.0715 4.3544 0.07 0.37 0.06 0.0141
H -3.1307 -2.1904 0.9510 0.49 0.59 0.22 -0.0065
```
Positions in Å, forces in eV/Å.

***

[2]
This record from OMol25 describes C9H10F3GaIO3 as an isolated structure in a non-equilibrium geometry. The level of theory is ωB97M-V with the def2-TZVPD basis set.

Output
2S+1 = 1
Frontier orbital gap = 7.255 eV
E_HOMO = -4.864 eV
Max |F| = 0.0410 Eh/bohr
M = 419.797 g/mol
Total charge = -1

XYZ file:
```
27
Properties=species:S:1:pos:R:3:forces:R:3:lowdin_charge:R:1
I -0.4392 -4.7313 -2.6042 0.00 -0.14 -0.40 0.5798
Ga 1.0264 -0.6623 -0.1589 0.24 0.40 1.05 0.4546
F -4.5837 1.4157 1.8957 -0.76 1.49 0.74 0.1188
F -3.7699 2.6381 0.2320 -0.99 -1.32 -1.30 0.1232
F -1.6261 2.1871 2.6554 -0.34 -1.46 1.48 0.0548
O 1.8387 3.2080 -1.3291 0.13 0.66 -0.94 -0.0776
O -0.2185 -3.6778 0.1181 -0.20 -0.42 0.08 -0.0063
O 1.8319 2.0432 -0.4922 -0.02 -0.76 0.62 -0.2573
C 1.6445 0.9198 -1.3380 -0.41 -0.05 0.37 -0.2515
C -3.5040 1.8724 1.2799 1.71 -0.13 0.96 -0.3061
C -0.2159 -1.7848 -1.3555 0.47 -0.98 -0.74 -0.2355
C -0.0385 0.2058 1.3772 0.00 -0.49 -0.58 -0.2186
C -2.2032 1.5583 1.6081 -0.56 0.31 -1.62 -0.2128
C 2.6279 -1.6774 0.5522 -0.15 0.01 -0.46 -0.1717
C -1.4417 0.5399 0.8016 1.63 1.06 -0.39 -0.2244
C -0.2615 -3.2381 -0.9721 0.15 1.34 0.84 -0.8790
C 3.6978 -2.2110 0.7615 -0.16 0.27 -0.25 -0.0622
H 4.6849 -2.6012 0.8177 -0.01 -0.14 0.23 -0.0192
H 2.5599 0.6996 -1.9025 -0.21 0.15 -0.16 0.0569
H 0.5207 1.1080 1.6404 -0.19 -0.03 -0.03 0.0435
H 1.8755 3.9300 -0.6911 -0.01 -0.18 0.27 0.0783
H 0.1589 -1.7400 -2.3849 -0.33 0.14 0.08 0.0343
H -1.2464 -1.4099 -1.3414 0.14 -0.02 0.05 0.0648
H -1.2578 0.8893 -0.2321 -0.29 0.17 0.14 0.1053
H -2.0315 -0.3746 0.6887 -0.04 0.12 0.24 0.1025
H 0.7880 1.1532 -1.9905 0.33 -0.13 -0.21 0.0559
H -0.0999 -0.4345 2.2629 -0.11 0.13 -0.07 0.0494
```
Positions in Å, forces in eV/Å.

***

[3]
This record from OMol25 describes a 2-piece molecular cluster, C9H10F3NO overall in a non-equilibrium geometry. The level of theory is ωB97M-V with the def2-TZVPD basis set.

Output
2S+1 = 1
Frontier orbital gap (alpha / beta) = 7.845 / 7.992 eV
E_HOMO (alpha / beta) = -8.698 / -7.667 eV
Max |F| = 0.0550 Eh/bohr
M = 205.179 g/mol
Relative energy (zero: lowest compared OMol25 entry of this formula, charge and spin) = 69.7 kcal/mol

XYZ file:
```
24
Properties=species:S:1:pos:R:3:forces:R:3:lowdin_charge:R:1
F 2.1446 -2.2927 0.3556 -0.34 0.45 0.31 0.0964
F 0.2214 -2.4248 1.3669 0.25 0.59 -0.57 0.0889
F 0.3821 -1.8505 -0.7518 -0.15 0.53 0.56 0.1051
O 2.1263 1.8801 0.8805 0.87 0.84 -0.13 0.0350
N -1.4531 0.7688 0.2329 0.77 -1.29 0.28 0.2347
C -2.3815 -0.0305 -0.0057 -0.54 1.99 0.23 -0.5505
C -3.6026 0.7196 -0.4764 1.12 0.78 -2.44 -0.0695
C 3.1867 2.4304 0.1407 -1.59 1.34 0.95 -0.0617
C -2.6502 -1.5050 0.0624 2.45 -1.12 -0.86 -0.0454
C 3.5436 1.6013 -0.8735 1.73 -0.49 0.45 -0.0606
C 1.0505 -0.2667 0.9751 -1.43 0.34 1.70 0.0657
C 2.7737 0.4495 -0.6635 0.63 -0.84 -1.63 -0.0149
C 0.9306 -1.6575 0.4816 0.75 -1.30 0.01 -0.5728
C 1.9055 0.6321 0.4076 0.84 -0.29 -1.05 -0.3107
H 4.4934 1.5865 -1.4841 -1.61 0.55 0.56 0.1362
H -3.3298 -1.7902 0.9017 0.11 0.31 -1.15 0.1006
H -1.6399 -1.9384 0.3140 -1.46 -0.08 -0.36 0.0503
H -2.9101 -1.8365 -1.0429 0.08 0.35 2.57 0.1331
H -3.4892 1.8382 -0.6654 -0.11 -1.71 0.41 0.1083
H 3.3576 3.4883 0.4240 0.20 -1.09 -0.32 0.1352
H -4.3133 0.4534 0.2227 -2.07 -0.04 1.32 0.0456
H 2.9528 -0.3991 -1.3161 -0.56 -0.19 0.53 0.1237
H 0.4848 0.0013 1.9132 0.73 -0.47 -1.34 0.1470
H -3.7839 0.1425 -1.3994 -0.66 0.83 -0.03 0.0802
```
Positions in Å, forces in eV/Å.

***

[4]
This record from OMol25 describes one molecule with the formula C9H10FN2OP in a non-equilibrium geometry. The level of theory is ωB97M-V with the def2-TZVPD basis set.

Output
2S+1 = 1
Frontier orbital gap (alpha / beta) = 4.338 / 4.359 eV
E_HOMO (alpha / beta) = -6.566 / -6.575 eV
Max |F| = 0.0659 Eh/bohr
M = 212.164 g/mol
Relative energy (zero: lowest compared OMol25 entry of this formula, charge and spin) = 95.5 kcal/mol

XYZ file:
```
24
Properties=species:S:1:pos:R:3:forces:R:3:lowdin_charge:R:1
P 0.5710 3.8147 1.5695 -2.21 -2.05 -0.87 1.1282
F -0.9917 3.5934 1.9442 1.74 0.82 -0.05 -0.2933
O -1.1669 3.4314 -0.7355 -0.37 0.34 -0.95 0.0338
N 0.0930 0.1619 1.3532 -1.68 2.01 -1.99 -0.0323
N 0.6325 2.7223 0.3549 0.26 1.21 1.57 -0.3354
C 0.7366 -0.7427 2.1659 0.17 -1.57 2.53 -0.2210
C -1.8355 0.8243 -1.6162 -0.97 1.57 -0.14 -0.0749
C -1.0382 1.1056 -0.5035 -0.17 -2.91 -0.23 -0.1187
C 1.9144 2.2838 -0.1610 0.47 -1.84 2.11 -0.0979
C -1.3582 -1.3517 -0.0032 0.71 1.53 -0.27 -0.0241
C -0.7365 -0.0671 0.3194 2.08 0.63 2.55 -0.2090
C -1.9910 -1.5077 -1.1876 0.66 1.24 1.34 -0.0768
C -2.2555 -0.3684 -1.9964 -0.18 -3.00 -1.56 -0.1062
C -0.5988 2.4103 -0.3987 -0.38 1.45 1.16 -0.4761
H -2.6405 -0.5215 -3.0131 -0.37 0.24 0.66 0.1087
H 1.5521 -0.3211 2.7774 0.58 0.50 -1.05 0.0589
H 2.2833 2.9249 -0.9294 0.43 0.71 -0.29 0.0749
H -2.2976 1.5957 -2.1739 0.43 1.26 -0.63 0.1119
H 1.6994 1.2985 -0.6341 0.50 0.46 0.62 0.1081
H 0.2403 -1.0794 3.1289 -0.85 -0.08 -1.13 0.0874
H 1.0775 -1.6368 1.6678 0.33 -0.60 -0.18 0.0650
H 2.5637 2.1855 0.8104 -0.52 -0.04 -2.42 0.1121
H -1.3060 -2.1586 0.6912 0.37 -0.40 0.39 0.0946
H -2.2840 -2.4970 -1.3078 -1.03 -1.46 -1.17 0.0821
```
Positions in Å, forces in eV/Å.

***

[5]
This record from OMol25 describes C9H10HgN4S3 as an isolated structure. The level of theory is ωB97M-V with the def2-TZVPD basis set.

Output
2S+1 = 2
Frontier orbital gap (alpha / beta) = 6.840 / 6.327 eV
E_HOMO (alpha / beta) = -3.800 / -4.593 eV
Max |F| = 0.0119 Eh/bohr
M = 470.998 g/mol
Relative energy (zero: lowest compared OMol25 entry of this formula, charge and spin) = 0.0 kcal/mol
Total charge = -1

XYZ file:
```
27
Properties=species:S:1:pos:R:3:forces:R:3:lowdin_charge:R:1
Hg -1.1803 0.6444 1.3664 -0.28 -0.23 0.08 0.6519
S -2.2752 -1.2453 3.3108 0.36 0.35 -0.35 0.3638
S -3.3424 1.8389 -0.9619 0.36 -0.14 0.03 0.4462
S 2.9253 0.0084 -1.6787 -0.01 0.03 0.08 0.3672
N -1.8073 1.2265 -3.0977 0.33 -0.09 -0.08 0.0107
N 0.2718 0.2232 -0.7524 0.35 0.01 -0.01 -0.0444
N -1.0819 2.9354 -1.9477 0.36 -0.12 -0.19 0.0135
N 0.1105 -1.3566 2.1288 0.26 -0.29 0.47 -0.0967
C 0.0005 2.7170 -2.9159 -0.23 0.02 0.19 -0.1439
C 1.2626 -3.0403 3.9954 -0.18 0.03 -0.01 -0.1048
C -2.0247 1.9748 -1.9917 -0.37 0.31 -0.24 -0.9744
C 2.0132 -2.5838 2.9121 -0.03 0.04 -0.01 -0.0980
C -0.4866 1.4818 -3.6930 -0.30 -0.08 0.19 -0.1463
C -0.6318 -1.7914 3.1733 0.00 -0.02 -0.08 -0.8763
C 1.3862 -1.7476 2.0076 -0.17 0.11 -0.10 -0.1531
C -0.0591 -2.6630 4.1264 0.20 0.02 -0.15 -0.1356
C 1.3912 0.1256 -1.0918 -0.46 0.09 -0.13 -1.0566
H 0.1083 3.5865 -3.5635 -0.01 0.04 -0.03 0.1037
H -0.6651 -3.0064 4.9536 0.02 0.02 -0.02 0.0844
H -0.5813 1.6806 -4.7596 -0.02 0.02 -0.03 0.1033
H 1.9116 -1.3591 1.1370 -0.05 -0.02 0.10 0.0796
H 0.1782 0.6356 -3.5444 0.08 -0.09 0.05 0.0896
H -2.2104 0.3063 -3.1197 -0.07 0.01 0.04 0.1241
H -0.9327 3.4335 -1.0912 -0.08 0.03 0.14 0.1195
H 1.7180 -3.6890 4.7361 -0.04 0.00 -0.01 0.0950
H 0.9488 2.5233 -2.4218 0.07 -0.05 0.10 0.0875
H 3.0525 -2.8593 2.7834 -0.08 0.02 -0.03 0.0902
```
Positions in Å, forces in eV/Å.